[1]
Computed, not measured: 2 unconnected molecules or ions with the total composition C4H8ClF2N in a non-equilibrium geometry, with the ωB97M-V functional and the def2-TZVPD basis.

```
16
Properties=species:S:1:pos:R:3:forces:R:3
C -0.371048 1.351543 -0.402323 -0.18 5.38 -1.10
C 0.040604 0.049861 0.036725 -0.41 -2.21 1.27
C -0.986543 -0.905693 -0.361237 -4.27 0.87 -4.55
C 1.269728 -0.650762 -0.454655 1.79 2.72 -1.30
H -1.241889 1.538671 0.228456 -0.08 0.38 -0.21
H -0.823522 1.597639 -1.443240 1.30 -1.12 1.37
H 0.359233 2.203818 -0.126559 -0.87 -1.42 -0.56
H 1.209552 -0.034297 2.071940 -5.17 0.36 -1.77
H -0.797980 0.783635 1.760199 2.99 -2.97 0.24
H -0.820805 -1.696398 0.184748 -0.27 -4.04 3.69
H -0.957839 -1.440150 -1.356592 -0.16 1.69 0.08
H 1.444354 -0.720254 -1.523972 -1.08 -0.11 -0.33
N -0.116861 -0.136207 1.540874 3.21 3.63 1.68
F -2.368818 -0.372018 -0.171857 2.57 -1.16 -0.21
F 1.408573 -1.820808 0.086960 -0.11 -2.80 1.13
Cl 2.753257 0.251414 -0.069473 0.74 0.82 0.59
```
Forces are in eV/Å.

Output
Max |F|   0.123 Eh/bohr
LUMO   0.565 eV

Here are the Mulliken charges for atoms 1 to 6, given in e: atom 1 (C): -1.5134, atom 2 (C): 1.2095, atom 3 (C): -1.0155, atom 4 (C): -0.2475, atom 5 (H): 0.3864, atom 6 (H): 0.2875

---

[2]
Computed, not measured: a molecular structure, C4H8ClN in a non-equilibrium geometry, with the ωB97M-V functional and the def2-TZVPD basis.

```
14
Properties=species:S:1:pos:R:3:forces:R:3
C -1.748185 1.858689 -0.372108 1.11 1.60 -0.44
C 1.157361 -0.355643 -0.424566 -1.43 0.10 -2.57
C 0.522987 -0.915003 0.819649 -2.40 -0.02 1.06
C -0.959495 -0.483104 0.891783 0.83 -4.27 2.56
N -0.973602 1.432270 0.486574 -1.25 3.69 -0.50
Cl -2.032543 -1.259400 -0.270549 0.41 0.17 0.70
H -1.647787 2.879834 -0.740436 0.50 0.70 -0.18
H -2.462762 1.384183 -1.000918 -1.05 -1.18 0.28
H 1.198056 0.735750 -0.487282 0.61 -0.11 0.94
H 2.098283 -0.841777 -0.529452 0.98 0.05 -0.59
H 0.535372 -0.458764 -1.428883 1.02 -0.79 2.06
H 0.460642 -2.042758 0.910711 0.73 1.04 -0.46
H 1.027307 -0.528973 1.745847 -0.38 -0.32 -0.83
H -1.394234 -0.241179 1.928091 0.33 -0.65 -2.00
```
Forces are in eV/Å.

Output
2S+1   3
⟨S²⟩   2.01
Max |F|   0.098 Eh/bohr
LUMO (alpha / beta)   0.953 / -1.740 eV

Here are the Mulliken charges for atoms 1 to 6, given in e: atom 1 (C): -0.2304, atom 2 (C): -1.0026, atom 3 (C): -0.2962, atom 4 (C): -0.2655, atom 5 (N): -0.3330, atom 6 (Cl): -0.1723

---

The evaluated relative energy (zero: lowest compared OMol25 entry of this formula, charge and spin) for the records listed, in turn: 413.6 158.6 kJ/mol.
The evaluated energy for the records listed, in turn: -871.73727 -671.92311 Ha.